(1)
Below is C2H5N5O in the gas phase, with properties calculated with the ωB97M-V functional and the def2-TZVPD basis.

Geometry as ORCA input:
```
! wB97M-V def2-TZVPD RIJCOSX def2/J DEFGRID3
* xyz 0 1
O 2.38348 0.03693 0.24572
N 0.99535 -0.34335 -0.10332
N -0.44962 -1.83093 -0.03756
N -2.24687 -0.13649 0.08739
N -0.09661 1.63695 -0.21839
N -0.09621 0.47121 0.66836
C 0.74518 -1.62890 -0.01894
C -1.03337 -0.49093 0.36437
H -0.92884 1.48980 -0.92188
H -0.32475 2.71512 0.30716
H 1.69658 -2.27632 -0.04507
H -3.02421 -0.73518 -0.07659
H 2.37992 1.09208 -0.25125
*
```

As for the HOMO-LUMO gap: 0.35154 Ha. For the energy above the lowest of the compared OMol25 structures with the same formula, charge and spin, the calculation gives 149.3 kcal per mole. The value obtained for the HOMO energy is -9.10 eV.

Mulliken atomic charge list, values in e, 4 entries:
1. O -0.485
2. N 0.024
3. N -0.565
4. N -0.663

***

(2)
Below is C2H5N5O in the gas phase, with properties calculated with the ωB97M-V functional and the def2-TZVPD basis.

Geometry as ORCA input:
```
! wB97M-V def2-TZVPD RIJCOSX def2/J DEFGRID3
* xyz 0 1
O -1.31202 1.68451 0.79393
N -0.15869 2.08354 1.30461
N -1.40878 0.29095 0.28188
N -1.78830 0.21121 -1.10362
N 0.36088 -0.97739 -0.35316
N 1.73381 -1.26238 -0.27909
C -0.02524 -0.03186 0.29468
C 0.80763 1.34490 0.84202
H 1.73279 1.33220 1.06572
H -2.49673 -0.46322 -1.31452
H -0.79891 -0.20458 -1.62339
H 1.77426 -1.64008 0.79580
H 1.57931 -2.36779 -0.70486
*
```

As for the HOMO-LUMO gap: 0.33745 Ha. For the energy above the lowest of the compared OMol25 structures with the same formula, charge and spin, the calculation gives 182.6 kcal per mole. The value obtained for the HOMO energy is -9.05 eV.

Mulliken atomic charge list, values in e, 4 entries:
1. O -0.153
2. N -0.212
3. N 0.165
4. N -0.587

***

(3)
Below is 2 unconnected molecules or ions with the total composition C2H5N5O3P, with properties calculated with the ωB97M-V functional and the def2-TZVPD basis.

Geometry as ORCA input:
```
! wB97M-V def2-TZVPD RIJCOSX def2/J DEFGRID3
* xyz -1 1
P 1.27920 -0.56743 -0.29585
O 1.25449 -1.97681 0.49498
O 2.47077 0.21239 0.03359
O 0.66797 -0.68932 -1.62448
N -1.33604 3.04611 -0.98627
N -1.10925 2.80753 1.14000
N -0.38782 0.55372 1.21345
N -0.72176 1.67147 0.56340
N -1.47236 3.61126 0.19811
C -0.86538 1.83399 -0.76947
C 0.36094 -2.91095 -0.03826
H -0.60346 1.10257 -1.49611
H 0.05901 0.78368 2.09704
H 0.48250 -2.97284 -1.12283
H 0.58975 -3.87823 0.41626
H -0.66857 -2.62715 0.17646
*
```

As for the HOMO-LUMO gap: 0.28992 Ha. For the energy above the lowest of the compared OMol25 structures with the same formula, charge and spin, the calculation gives 0.0 kcal per mole. The value obtained for the HOMO energy is -4.39 eV.

Mulliken atomic charge list, values in e, 4 entries:
1. P 1.003
2. O -0.267
3. O -0.643
4. O -0.649

***

(4)
Below is a molecular structure, C2H5NO, with properties calculated with the ωB97M-V functional and the def2-TZVPD basis.

Geometry as ORCA input:
```
! wB97M-V def2-TZVPD RIJCOSX def2/J DEFGRID3
* xyz 0 1
O -1.92899 -0.14291 0.27346
N 0.25216 -1.07967 0.41087
C -1.05836 -0.94523 0.55331
C 0.78738 0.89517 -0.43760
H 1.72028 1.10515 0.08465
H 0.71686 -0.32662 -0.44962
H 0.84862 1.03083 -1.52391
H -0.09015 1.37655 -0.01429
H -1.24782 -1.91328 1.10313
*
```

As for the HOMO-LUMO gap (spin up / spin down): 0.33145 / 0.33147 Ha. For the energy above the lowest of the compared OMol25 structures with the same formula, charge and spin, the calculation gives 102.9 kcal per mole. The value obtained for the HOMO energy (spin up / spin down) is -10.14 / -10.14 eV.

Mulliken atomic charge list, values in e, 4 entries:
1. O -0.546
2. N -0.472
3. C 0.338
4. C -0.678

***

(5)
Below is 2 unconnected molecules or ions with the total composition C2H5NO, with properties calculated with the ωB97M-V functional and the def2-TZVPD basis.

Geometry as ORCA input:
```
! wB97M-V def2-TZVPD RIJCOSX def2/J DEFGRID3
* xyz 0 1
O -1.69656 0.97225 1.02618
N -1.06065 1.08041 -1.26316
C -1.45004 1.06733 -0.11417
C 1.14056 -0.92560 0.48263
H 2.11520 -0.63662 0.88307
H -1.49361 1.50889 -2.06089
H 0.92413 -0.33580 -0.41160
H 1.15095 -1.98639 0.22139
H 0.37003 -0.74446 1.23654
*
```

As for the HOMO-LUMO gap: 0.43931 Ha. For the energy above the lowest of the compared OMol25 structures with the same formula, charge and spin, the calculation gives 14.3 kcal per mole. The value obtained for the HOMO energy is -11.21 eV.

Mulliken atomic charge list, values in e, 4 entries:
1. O -0.411
2. N -0.490
3. C 0.670
4. C -0.858

***

(6)
Below is C2H5NO in the gas phase, with properties calculated with the ωB97M-V functional and the def2-TZVPD basis.

Geometry as ORCA input:
```
! wB97M-V def2-TZVPD RIJCOSX def2/J DEFGRID3
* xyz 0 1
O 0.66730 0.14064 -0.02336
N -0.42703 -0.18032 0.81698
C 1.98364 0.08680 -0.05100
C -1.57234 0.00795 0.02621
H 2.52421 -0.39598 0.63353
H 2.52813 0.43696 -0.90116
H -1.49352 0.76582 -0.71486
H -2.50634 0.10975 0.67541
H -1.70405 -0.97162 -0.46175
*
```

As for the HOMO-LUMO gap (spin up / spin down): 0.29565 / 0.34637 Ha. For the energy above the lowest of the compared OMol25 structures with the same formula, charge and spin, the calculation gives 139.1 kcal per mole. The value obtained for the HOMO energy (spin up / spin down) is -7.77 / -8.79 eV.

Mulliken atomic charge list, values in e, 4 entries:
1. O -0.053
2. N -0.435
3. C -0.368
4. C -0.528

***

(7)
Below is C2H5NO in the gas phase, with properties calculated with the ωB97M-V functional and the def2-TZVPD basis.

Geometry as ORCA input:
```
! wB97M-V def2-TZVPD RIJCOSX def2/J DEFGRID3
* xyz 0 1
O -1.72960 -0.79975 0.47673
N -0.66799 1.13147 -0.15172
C 0.95522 -0.77099 0.12628
C -0.78099 -0.18540 0.10469
H 0.16209 1.44078 -0.61214
H 0.76421 -1.78569 -0.26601
H 1.23632 -0.80253 1.12826
H -1.31802 1.79874 -0.34236
H 1.37876 -0.02662 -0.46375
*
```

As for the HOMO-LUMO gap: 0.37813 Ha. For the energy above the lowest of the compared OMol25 structures with the same formula, charge and spin, the calculation gives 32.9 kcal per mole. The value obtained for the HOMO energy is -9.43 eV.

Mulliken atomic charge list, values in e, 4 entries:
1. O -0.522
2. N -0.348
3. C -0.899
4. C 0.519

***

(8)
Below is 2 unconnected molecules or ions with the total composition C2H5NO2, with properties calculated with the ωB97M-V functional and the def2-TZVPD basis.

Geometry as ORCA input:
```
! wB97M-V def2-TZVPD RIJCOSX def2/J DEFGRID3
* xyz 0 1
O 0.56681 -0.86448 -1.76206
O -0.39269 0.45317 2.32986
N -0.26332 -0.71992 -0.62206
C 0.47457 0.21756 1.54495
C -0.86223 0.43376 -0.64852
H 1.43162 -0.29261 1.70156
H 1.05497 -1.68401 -1.61280
H -1.05215 0.96725 -1.57757
H -1.59853 0.64433 0.11188
H 0.64095 0.84495 0.53476
*
```

As for the HOMO-LUMO gap: 0.35255 Ha. For the energy above the lowest of the compared OMol25 structures with the same formula, charge and spin, the calculation gives 111.9 kcal per mole. The value obtained for the HOMO energy is -9.23 eV.

Mulliken atomic charge list, values in e, 4 entries:
1. O -0.374
2. O -0.452
3. N -0.281
4. C 0.032

***

- Among the records above, which one has the highest energy above the lowest of the compared OMol25 structures with the same formula, charge and spin?
  number 2